1.
54
Properties=species:S:1:pos:R:3:lowdin_charge:R:1 method="wB97M-V/def2-TZVPD" spin_multiplicity=1 homo_energy_ev=-8.06 e_above_lowest_ev=1.248 total_charge=-1
C 1.484 1.156 -0.499 -0.53
F 1.676 2.496 -0.551 0.12
F 1.091 0.684 -1.717 0.12
F 2.679 0.602 -0.057 0.10
S 0.110 0.863 0.808 0.76
O 0.620 1.289 2.126 -0.27
O -1.081 1.603 0.412 -0.28
N -0.068 -0.893 0.736 -0.34
S -1.137 -1.300 1.779 0.63
O -0.753 -2.361 2.745 -0.28
O -1.926 -0.239 2.374 -0.32
C -2.383 -2.148 0.556 -0.56
F -2.817 -1.344 -0.511 0.08
F -1.814 -3.294 0.158 0.12
F -3.463 -2.558 1.227 0.12
O 0.836 -3.251 -0.573 -0.05
H 1.593 -3.618 -0.116 0.04
H 0.563 -2.510 -0.032 -0.04
O 2.676 5.431 -1.765 -0.04
H 2.743 4.523 -1.468 0.02
H 3.520 5.611 -2.179 0.05
O 1.944 2.729 -4.186 -0.07
H 1.172 2.167 -4.245 -0.01
H 2.501 2.305 -3.532 -0.05
O -3.819 1.508 2.930 -0.06
H -4.437 1.027 2.379 0.04
H -3.066 0.923 3.012 -0.01
O -0.998 -5.410 2.653 -0.06
H -1.886 -5.266 2.327 0.02
H -0.778 -4.601 3.115 0.00
O 2.397 -1.689 1.882 -0.05
H 2.332 -2.631 1.727 0.03
H 1.646 -1.317 1.419 -0.05
O -3.680 3.085 0.699 -0.07
H -3.771 2.952 1.643 -0.01
H -2.944 2.528 0.447 -0.02
O -5.342 -4.625 0.489 -0.05
H -5.384 -3.684 0.321 0.02
H -6.173 -4.830 0.918 0.03
O 3.742 1.357 -2.820 -0.03
H 4.559 1.295 -2.325 0.07
H 3.131 0.794 -2.344 0.02
O 0.441 0.176 -4.691 -0.05
H 1.191 -0.061 -5.235 0.04
H 0.463 -0.449 -3.966 0.00
O 3.816 0.679 3.315 -0.06
H 2.964 0.771 2.888 -0.01
H 3.801 -0.200 3.693 0.02
O 1.480 5.113 0.724 -0.06
H 1.872 5.707 0.084 0.00
H 0.987 4.484 0.197 0.01
O -0.820 -1.807 -2.707 -0.04
H -1.240 -1.331 -1.991 0.01
H -0.250 -2.442 -2.272 0.01

2.
17
Properties=species:S:1:pos:R:3:lowdin_charge:R:1 method="wB97M-V/def2-TZVPD" spin_multiplicity=1 homo_energy_ev=-10.45 e_above_lowest_ev=3.571
O -0.690 0.643 2.225 0.15
C -0.321 0.801 1.092 -0.27
C -1.242 0.974 -0.103 -0.12
O -1.447 -0.215 -0.819 -0.08
C -0.278 -0.725 -1.400 -0.15
C 0.673 -1.269 -0.331 -0.32
O 0.963 -0.297 0.660 -0.14
C 0.117 -2.476 0.330 -0.14
N -0.350 -3.395 0.849 0.17
H -2.215 1.335 0.254 0.15
H -0.797 1.759 -0.739 0.13
H -0.560 -1.520 -2.100 0.14
H 0.264 0.057 -1.960 0.14
H 1.614 -1.574 -0.815 0.16
O 1.177 2.246 0.729 -0.16
H 1.793 1.080 0.501 0.29
H 1.300 2.576 1.627 0.04

3.
70
Properties=species:S:1:pos:R:3:lowdin_charge:R:1 method="wB97M-V/def2-TZVPD" spin_multiplicity=1 homo_energy_ev=-14.01 e_above_lowest_ev=0.029 total_charge=+2
Pt 0.235 0.308 -0.123 0.79
N 0.599 1.287 2.762 0.06
N 1.913 1.755 2.814 -0.02
C 2.596 2.067 1.734 -0.64
N 3.846 2.481 1.814 0.18
S 1.922 2.053 0.082 0.62
H -0.058 2.058 2.856 0.11
H 0.457 0.602 3.494 0.12
H 2.341 1.914 3.722 0.18
H 4.343 2.564 2.691 0.15
H 4.318 2.789 0.976 0.13
O -2.575 3.367 -0.577 -0.27
S -2.089 2.038 -0.759 0.45
O -1.152 1.692 0.424 -0.63
O -1.451 1.686 -2.005 -0.32
C -3.405 0.876 -0.535 -0.26
C -4.708 1.329 -0.627 -0.02
C -5.755 0.417 -0.575 -0.02
C -5.493 -0.938 -0.445 -0.03
C -4.184 -1.387 -0.344 -0.07
C -3.123 -0.485 -0.376 -0.33
P -1.469 -1.197 -0.164 0.99
C -1.327 -2.425 -1.471 -0.36
C -1.042 -3.771 -1.265 -0.07
C -0.923 -4.621 -2.357 -0.05
C -1.097 -4.133 -3.644 -0.05
C -1.403 -2.792 -3.849 -0.05
C -1.515 -1.936 -2.768 -0.10
C -1.451 -1.963 1.475 -0.34
C -2.402 -1.621 2.434 -0.07
C -2.304 -2.133 3.721 -0.05
C -1.263 -2.985 4.058 -0.06
C -0.306 -3.323 3.107 -0.06
C -0.393 -2.807 1.825 -0.12
H -4.893 2.387 -0.747 0.13
H -6.775 0.768 -0.647 0.12
H -6.306 -1.651 -0.422 0.12
H -3.989 -2.448 -0.238 0.13
H -0.938 -4.170 -0.265 0.10
H -0.711 -5.669 -2.199 0.12
H -1.014 -4.803 -4.489 0.12
H -1.564 -2.417 -4.852 0.12
H -1.758 -0.888 -2.925 0.11
H -3.221 -0.960 2.184 0.11
H -3.052 -1.874 4.458 0.12
H -1.200 -3.395 5.057 0.12
H 0.499 -3.999 3.364 0.11
H 0.355 -3.079 1.090 0.08
Se 0.728 3.950 0.145 0.95
C 2.255 5.090 -0.054 -0.59
C 2.694 5.460 -1.314 -0.08
C 3.791 6.312 -1.392 -0.11
N 4.424 6.783 -0.325 0.09
C 3.978 6.441 0.879 -0.12
C 2.892 5.597 1.074 -0.12
H 2.205 5.101 -2.210 0.11
H 4.167 6.633 -2.356 0.12
H 4.506 6.862 1.726 0.12
H 2.535 5.380 2.073 0.10
Br 4.407 -4.296 -2.532 0.87
C 3.285 -2.974 -1.842 -0.67
C 2.465 -2.237 -2.684 -0.06
C 1.635 -1.283 -2.133 -0.11
N 1.592 -1.046 -0.811 -0.18
C 2.403 -1.748 -0.004 -0.13
C 3.261 -2.716 -0.476 -0.07
H 2.463 -2.401 -3.752 0.12
H 0.979 -0.687 -2.750 0.12
H 2.331 -1.530 1.054 0.11
H 3.892 -3.264 0.208 0.12

4.
88
Properties=species:S:1:pos:R:3:lowdin_charge:R:1 method="wB97M-V/def2-TZVPD" spin_multiplicity=1 homo_energy_ev=-12.79 e_above_lowest_ev=0.000 total_charge=+2
C 3.398 4.272 0.150 -0.02
C 3.717 4.906 1.482 -0.28
C 2.850 4.456 2.630 -0.22
O 3.277 4.848 3.904 -0.18
C 2.944 6.214 4.231 -0.05
N 5.156 4.452 1.942 0.22
H 5.350 3.490 1.647 0.17
H 5.844 5.051 1.482 0.17
H 5.308 4.509 2.957 0.17
H 2.953 3.295 0.284 0.07
H 4.276 4.245 -0.502 0.10
H 2.769 4.981 -0.390 0.11
H 3.961 5.968 1.455 0.15
H 2.933 3.357 2.651 0.15
H 1.776 4.618 2.475 0.15
H 3.462 6.454 5.153 0.10
H 1.865 6.251 4.410 0.10
H 3.185 6.941 3.452 0.09
C -5.429 -0.146 -0.261 -0.03
C -5.109 1.315 -0.264 -0.31
C -3.792 1.634 -0.958 -0.23
O -3.761 2.979 -1.287 -0.18
C -3.109 3.195 -2.543 -0.05
N -6.204 2.034 -1.014 0.23
H -6.417 1.507 -1.872 0.18
H -7.057 1.951 -0.457 0.18
H -5.930 2.970 -1.335 0.17
H -4.806 -0.734 0.409 0.10
H -5.262 -0.561 -1.262 0.10
H -6.465 -0.382 -0.005 0.10
H -5.048 1.767 0.725 0.17
H -3.732 0.935 -1.808 0.13
H -2.980 1.296 -0.315 0.10
H -3.720 2.747 -3.329 0.10
H -2.145 2.675 -2.532 0.09
H -2.899 4.248 -2.686 0.10
C 0.379 0.237 -4.437 -0.03
C 1.003 -1.142 -4.217 -0.31
C 2.419 -1.011 -3.790 -0.19
O 2.812 -2.285 -3.320 -0.19
C 4.099 -2.306 -2.728 -0.08
N 0.247 -1.876 -3.155 0.22
H 0.578 -2.845 -3.039 0.14
H 0.410 -1.410 -2.252 0.09
H -0.731 -1.935 -3.424 0.17
H -0.657 0.264 -4.099 0.07
H 0.532 0.594 -5.449 0.09
H 0.845 0.950 -3.753 0.08
H 0.889 -1.757 -5.108 0.16
H 2.513 -0.318 -2.934 0.14
H 3.097 -0.649 -4.572 0.15
H 4.870 -1.890 -3.396 0.10
H 4.376 -3.338 -2.545 0.09
H 4.112 -1.693 -1.819 0.08
C -2.322 -5.750 1.141 -0.02
C -2.410 -4.330 1.662 -0.33
C -1.908 -4.178 3.078 -0.20
O -2.214 -2.896 3.554 -0.17
C -1.076 -2.151 3.984 -0.08
N -1.700 -3.379 0.743 0.20
H -1.742 -3.672 -0.232 0.15
H -2.085 -2.444 0.917 0.10
H -0.648 -3.302 0.899 0.10
H -1.296 -6.132 1.210 0.10
H -2.613 -5.802 0.095 0.09
H -2.866 -6.400 1.824 0.10
H -3.442 -3.971 1.603 0.15
H -0.826 -4.354 3.031 0.13
H -2.360 -4.950 3.703 0.14
H -1.431 -1.183 4.327 0.09
H -0.275 -2.092 3.242 0.08
H -0.632 -2.622 4.875 0.10
C 3.447 -3.558 0.450 -0.68
F 3.821 -3.775 1.690 0.17
F 3.531 -2.243 0.201 0.10
F 4.246 -4.175 -0.416 0.13
S 1.711 -4.164 0.210 0.48
O 1.844 -5.581 0.212 -0.27
O 1.029 -3.671 1.411 -0.34
O 1.203 -3.613 -1.035 -0.34
C -0.001 1.354 0.847 -0.65
F -0.912 2.313 0.658 0.13
F 1.214 1.835 0.529 0.11
F -0.027 1.072 2.144 0.15
S -0.457 -0.146 -0.125 0.48
O -0.790 0.302 -1.472 -0.33
O 0.623 -1.080 -0.206 -0.29
O -1.588 -0.593 0.663 -0.32

5.
76
Properties=species:S:1:pos:R:3:lowdin_charge:R:1 method="wB97M-V/def2-TZVPD" spin_multiplicity=1 homo_energy_ev="-1.21 / -1.21" total_charge=-1
Lu -0.101 0.440 -0.769 1.70
N -1.683 4.594 -1.338 0.05
N 0.652 -0.978 -2.943 -0.08
C -1.287 -0.668 1.472 -0.35
C -2.329 -0.348 0.543 -0.36
C -2.682 1.023 0.734 -0.30
C -3.775 1.769 0.110 -0.15
H -4.440 1.105 -0.435 0.04
H -3.297 2.562 -0.846 -0.03
H -4.345 2.329 0.866 0.05
C -1.757 1.576 1.649 -0.28
C -1.757 3.019 2.007 -0.06
H -2.756 3.351 2.337 0.08
H -1.506 3.640 1.127 0.06
H -1.040 3.250 2.805 0.06
C -0.945 0.536 2.162 -0.30
C 0.035 0.672 3.273 -0.07
H 0.784 1.447 3.049 0.05
H 0.573 -0.268 3.444 0.06
H -0.450 0.953 4.223 0.08
C -3.031 -1.307 -0.361 -0.08
H -3.900 -1.788 0.123 0.08
H -2.365 -2.118 -0.697 0.05
H -3.412 -0.787 -1.255 0.07
C -0.824 -2.047 1.806 -0.07
H 0.218 -2.042 2.147 0.05
H -0.881 -2.700 0.923 0.06
H -1.427 -2.535 2.597 0.08
C -0.787 5.527 -1.538 -0.25
H -0.983 6.465 -0.984 0.09
C 0.350 5.368 -2.342 -0.21
H 1.000 6.234 -2.498 0.07
C 0.698 4.109 -2.855 -0.16
H 1.642 3.950 -3.349 0.08
C -0.226 3.057 -2.683 -0.16
H -0.048 2.087 -3.152 0.05
C -1.533 3.436 -2.091 -0.44
C -2.672 2.627 -1.961 -0.07
H -2.664 1.689 -2.483 -0.02
C 1.131 -1.560 -1.880 -0.32
C 0.175 -1.936 -3.806 -0.17
H -0.531 -1.708 -4.553 0.08
C 0.612 -3.175 -3.437 -0.08
H 0.615 -4.131 -4.033 0.13
N 1.171 -2.932 -2.152 -0.04
C 1.322 -3.856 -1.125 -0.13
C 0.419 -4.947 -1.035 -0.19
C 0.604 -5.852 0.030 -0.02
H 0.012 -6.768 0.057 0.11
C 1.549 -5.569 1.023 -0.29
C 1.906 -6.640 2.018 -0.07
H 2.234 -6.182 2.961 0.07
H 2.727 -7.260 1.623 0.08
H 1.035 -7.285 2.188 0.07
C 2.184 -4.321 1.083 -0.02
H 2.809 -4.059 1.947 0.12
C 2.050 -3.422 0.015 -0.19
C 2.598 -2.045 0.206 -0.10
H 2.729 -1.454 -0.727 0.04
H 3.579 -2.098 0.701 0.08
H 1.990 -1.427 0.900 0.07
C -0.790 -5.067 -1.896 -0.05
H -0.588 -5.067 -2.970 0.05
H -1.543 -4.283 -1.697 0.09
H -1.274 -6.024 -1.689 0.07
C 2.595 4.454 2.491 -0.03
N 2.172 4.134 1.099 -0.16
C 2.214 5.341 0.241 -0.02
C 1.480 3.093 0.755 -0.20
N 0.930 2.163 0.222 0.05
H 3.503 5.068 2.424 0.08
H 2.810 3.555 3.077 0.09
H 1.824 5.067 2.984 0.10
H 2.626 5.115 -0.748 0.09
H 1.211 5.780 0.144 0.08
H 2.860 6.070 0.745 0.08

Number 1: E -76770.411 eV. Number 2: E -14974.611 eV. Number 3: E -213685.916 eV. Number 4: E -83840.352 eV. Number 5: E -73843.926 eV.